Entry 1:
A molecular structure, C20H19Br39ClIO3 at a distorted geometry, computed with the ωB97M-V functional and the def2-TZVPD basis.

Last column: Löwdin charge in e.
Atoms and positions in Å:
O  1.881  -1.089  -2.800  0.1156
C  1.820  0.084  -3.029  -0.4892
O  2.091  0.637  -4.273  0.1082
C  1.129  1.627  -4.416  -0.3873
O  1.120  2.372  -5.345  0.1889
C  0.391  1.822  -3.138  -0.1981
C  -0.732  2.791  -3.015  -0.1289
C  -1.960  2.172  -2.330  -0.2705
C  -2.446  0.891  -2.991  -0.5454
Cl  -3.791  1.235  -4.140  0.5397
C  1.049  1.084  -2.236  -0.5520
I  0.917  1.210  -0.182  1.0125
H  -1.047  3.002  -4.032  0.1225
H  -0.452  3.696  -2.491  0.1311
H  -1.773  1.961  -1.285  0.0567
H  -2.770  2.886  -2.414  0.0935
H  -2.875  0.199  -2.280  0.0679
H  -1.688  0.345  -3.538  0.0694
C  -5.210  0.622  -7.973  -1.6458
Br  -6.264  1.768  -6.844  0.5487
Br  -6.088  -1.061  -8.270  0.5549
Br  -4.729  1.488  -9.623  0.5774
H  -4.293  0.412  -7.442  -0.0393
C  5.486  1.409  0.200  -1.6191
Br  5.678  1.559  2.110  0.5696
Br  4.728  -0.280  -0.313  0.4969
Br  4.474  2.876  -0.534  0.5552
H  6.475  1.461  -0.224  -0.0977
C  9.135  -0.816  -0.153  -1.6054
Br  8.453  0.174  -1.664  0.5965
Br  9.808  0.354  1.217  0.5584
Br  7.847  -2.066  0.544  0.5590
H  9.970  -1.396  -0.515  -0.0990
C  -1.141  -0.169  3.188  -1.6394
Br  0.511  0.626  3.783  0.5601
Br  -0.822  -1.335  1.696  0.5298
Br  -2.076  -1.049  4.618  0.5945
H  -1.772  0.635  2.840  -0.0283
C  -8.093  -2.838  -5.204  -1.6253
Br  -6.585  -1.983  -4.368  0.5567
Br  -7.545  -4.086  -6.564  0.5276
Br  -9.250  -3.674  -3.915  0.5612
H  -8.665  -2.065  -5.694  -0.0267
C  1.400  3.422  6.240  -1.6545
Br  0.878  2.251  7.673  0.5664
Br  1.347  5.268  6.779  0.5838
Br  3.118  2.941  5.517  0.5591
H  0.676  3.300  5.448  -0.0592
C  11.760  -4.067  1.565  -1.6241
Br  11.027  -2.817  2.828  0.5635
Br  10.643  -5.620  1.373  0.5792
Br  12.113  -3.235  -0.139  0.6033
H  12.710  -4.399  1.954  -0.0321
C  0.030  7.325  9.738  -1.6816
Br  -0.006  8.643  8.334  0.5656
Br  0.247  8.115  11.473  0.5581
Br  -1.507  6.170  9.668  0.5651
H  0.897  6.704  9.567  -0.1224
C  3.034  4.921  12.560  -1.6182
Br  2.243  5.916  14.003  0.5721
Br  2.060  3.303  12.197  0.5597
Br  3.229  5.981  10.964  0.5977
H  4.026  4.639  12.877  -0.0306
C  5.368  -2.069  -4.200  -1.5976
Br  4.667  -3.183  -2.794  0.5863
Br  5.392  -0.219  -3.682  0.5621
Br  7.105  -2.662  -4.776  0.5777
H  4.700  -2.157  -5.044  -0.0229
C  -9.760  -7.524  -6.656  -1.6258
Br  -8.551  -7.790  -5.185  0.5707
Br  -11.016  -6.113  -6.301  0.5596
Br  -8.810  -7.228  -8.307  0.5657
H  -10.326  -8.435  -6.775  -0.0308
C  -1.044  0.596  13.511  -1.6592
Br  -1.830  1.742  12.179  0.5557
Br  -0.439  1.599  15.036  0.5598
Br  -2.234  -0.827  14.021  0.5741
H  -0.175  0.140  13.064  -0.0334
C  -8.742  -6.450  -12.218  -1.6650
Br  -10.516  -7.142  -12.491  0.5652
Br  -7.458  -7.319  -13.357  0.5730
Br  -8.687  -4.538  -12.411  0.5719
H  -8.468  -6.675  -11.199  -0.0931

## Properties
- Charge: 0

***

Entry 2:
A single C20H19BrN2O2 molecule at a distorted geometry, computed with the ωB97M-V functional and the def2-TZVPD basis.

Last column: Löwdin charge in e.
Atoms and positions in Å:
C  2.310  -3.365  3.245  0.0698
C  1.850  -4.242  2.266  -0.3089
C  1.424  -5.646  2.621  -0.0836
C  1.798  -3.956  0.755  -0.1550
O  2.667  -2.880  0.416  -0.0468
C  2.112  -1.698  0.032  -0.2915
C  1.055  -1.128  0.732  -0.0005
C  0.577  0.157  0.355  0.0042
C  1.226  0.869  -0.676  -0.1157
C  0.743  2.210  -1.014  -0.1631
N  1.546  3.161  -1.470  0.0803
N  0.736  4.286  -1.584  0.0304
C  -0.606  4.047  -1.273  -0.2325
C  -1.638  5.106  -1.460  -0.0165
C  -0.634  2.745  -0.918  -0.0912
C  -1.858  1.957  -0.679  -0.1936
C  -2.027  0.716  -1.314  -0.0114
C  -3.266  0.007  -1.205  -0.0723
C  -4.298  0.544  -0.404  -0.6832
Br  -5.973  -0.318  -0.062  0.7082
C  -4.108  1.721  0.267  -0.1508
C  -2.915  2.449  0.107  -0.0232
C  2.295  0.242  -1.352  -0.2687
O  2.913  0.957  -2.309  0.0662
C  2.723  -1.021  -1.003  0.0686
H  2.361  -3.658  4.291  0.0529
H  2.668  -2.363  3.044  0.0541
H  1.980  -6.398  1.988  0.0956
H  1.642  -5.817  3.678  0.0709
H  0.330  -5.692  2.438  0.0886
H  2.094  -4.830  0.183  0.1251
H  0.791  -3.743  0.461  0.1206
H  0.573  -1.664  1.518  0.0996
H  -0.222  0.671  0.851  0.1092
H  1.093  5.175  -1.987  0.1686
H  -1.636  5.794  -0.614  0.0854
H  -1.461  5.675  -2.388  0.0878
H  -2.658  4.701  -1.527  0.0840
H  -1.246  0.258  -1.923  0.1233
H  -3.363  -0.912  -1.740  0.0931
H  -4.933  2.130  0.869  0.1010
H  -2.744  3.385  0.611  0.1114
H  2.506  1.849  -2.293  0.0646
H  3.574  -1.483  -1.531  0.1447

## Properties
- Charge: 0
- SMILES: C=C(C)COc1ccc(-c2n[nH]c(C)c2-c2ccc(Br)cc2)c(O)c1

***

Entry 3:
A molecular structure, C20H19CdClN7O5S, computed with the ωB97M-V functional and the def2-TZVPD basis.

Last column: Löwdin charge in e.
Atoms and positions in Å:
Cd  -0.379  0.642  0.914  1.3017
C  4.894  2.339  2.439  0.0082
C  3.711  1.913  3.223  -0.3143
N  3.618  1.884  4.510  0.1482
N  2.345  1.447  4.747  0.0421
C  1.644  1.190  3.646  -0.7724
S  0.043  0.667  3.537  0.5737
N  2.525  1.480  2.657  -0.0850
N  2.224  1.322  1.308  0.0829
H  5.672  2.657  3.128  0.0959
H  4.641  3.176  1.784  0.0965
H  5.286  1.522  1.830  0.0899
H  2.004  1.370  5.690  0.1637
H  1.795  2.183  0.970  0.0638
H  3.082  1.136  0.809  0.1041
O  -0.259  5.014  -3.336  0.1456
C  -0.404  3.842  -3.915  -0.5037
O  -0.519  3.712  -5.105  0.0925
C  -0.388  2.620  -3.039  -0.0274
C  -0.533  1.333  -3.536  -0.5733
Cl  -0.728  0.751  -5.110  0.8603
N  -0.463  0.467  -2.504  -0.0859
N  -0.281  1.131  -1.349  0.0450
C  -0.247  2.425  -1.647  -0.1227
C  -0.096  3.387  -0.484  -0.5749
O  -0.077  4.593  -0.704  0.0792
O  0.001  2.836  0.668  -0.1803
C  -0.624  -0.957  -2.484  -0.2365
C  -1.839  -1.509  -2.855  -0.0371
C  -1.999  -2.886  -2.778  -0.0573
C  -0.955  -3.687  -2.333  -0.0670
C  0.259  -3.117  -1.973  -0.0754
C  0.431  -1.743  -2.050  -0.0277
H  -0.148  4.938  -2.348  0.0737
H  -2.643  -0.874  -3.207  0.1225
H  -2.941  -3.331  -3.074  0.1155
H  -1.085  -4.762  -2.286  0.1139
H  1.080  -3.745  -1.650  0.1136
H  1.373  -1.279  -1.790  0.1184
O  -2.787  0.482  1.053  -0.1283
C  -3.241  -0.789  0.581  -0.1589
C  -2.295  -1.905  0.957  -0.2620
C  -2.753  -3.194  1.175  0.0009
C  -1.839  -4.185  1.492  -0.0267
C  -0.495  -3.858  1.591  -0.0383
C  -0.121  -2.550  1.362  -0.1447
N  -1.000  -1.595  1.043  0.0077
H  -3.130  0.661  1.934  0.1063
H  -3.291  -0.705  -0.506  0.1196
H  -4.244  -1.002  0.945  0.1358
H  -3.812  -3.408  1.106  0.1268
H  -2.174  -5.199  1.672  0.1224
H  0.249  -4.598  1.850  0.1178
H  0.915  -2.244  1.439  0.1117

## Properties
- ΔE to the lowest compared entry with this formula, charge and spin: 23.7 kJ/mol
- Charge: +1

***

Summary of highest occupied orbital energy in eV
-9.67; -7.98; -11.92
(order as listed above)
Summary of E_LUMO in eV
-0.93; 0.61; -2.90
(order as listed above)
Summary of DFT total energy in Eh
-102143.4934; -3607.4931; -2559.0318
(order as listed above)